# 1
{"formula": "C4H13NOS", "method": "wB97M-V/def2-TZVPD", "species": ["C", "S", "O", "N", "H", "H", "C", "H", "H", "H", "H", "H", "H", "H", "H", "C", "H", "H", "C", "H"], "positions_angstrom": [[-0.9764, 0.1174, 0.8560], [-2.7562, 0.3447, -1.2527], [1.6694, 2.6971, 0.0641], [1.8509, -0.6430, 0.1817], [1.9028, 2.4950, 0.9750], [2.1721, -1.1968, 0.9658], [0.7165, -1.3225, -0.4807], [-0.5202, 1.3082, -0.9826], [-1.7019, 1.9981, 0.0667], [0.5011, -1.0678, -1.5420], [1.0985, -2.3280, -0.5972], [-2.1799, -0.7752, -1.6537], [-1.8136, 0.1277, 1.5691], [-0.3967, -1.9426, 1.3063], [-0.1423, 0.5532, 1.4460], [-1.4043, 1.0461, -0.3200], [-1.3973, -1.5200, -0.1496], [1.3529, 1.8876, -0.3456], [-0.5137, -1.3098, 0.4353], [2.5383, -0.4691, -0.5419]], "charge": 0, "gap_ev": 9.8, "max_force_ha_per_bohr": 0.0495, "relative_energy_kj_mol": 99.26, "homo_ev": -9.07, "smiles": "NCCCCS.O"}


# 2
{"formula": "C4H13NOS", "method": "wB97M-V/def2-TZVPD", "species": ["S", "C", "H", "H", "H", "C", "H", "H", "H", "H", "C", "C", "H", "H", "H", "H", "O", "N", "H", "H"], "positions_angstrom": [[-0.6283, 1.1961, -2.5504], [-0.9407, -1.6438, 0.3695], [1.7921, 1.6834, -2.5332], [1.1272, 0.7268, 4.6952], [-0.4515, -1.4230, -1.7221], [-1.0056, 0.4979, -0.8765], [2.0929, 0.3641, 3.4222], [-2.1157, -1.3804, -1.6099], [0.7834, 3.0752, -2.7501], [0.4998, -1.9238, 1.5547], [-1.1657, -1.0753, -1.0098], [0.9039, 2.1758, -2.0867], [-0.3351, 0.7773, -0.0725], [-2.0570, 0.7927, -0.5017], [1.1004, -1.3293, 0.1807], [-0.9242, -2.8065, 0.4090], [1.6219, 0.0161, 4.2374], [0.2951, -1.1344, 0.9022], [0.9686, 2.5584, -1.1192], [-1.5616, -1.1473, 1.0612]], "charge": 0, "gap_ev": 9.2, "max_force_ha_per_bohr": 0.0938, "relative_energy_kj_mol": 202.96, "homo_ev": -8.39, "smiles": "CSCCCN.O"}


# 3
{"formula": "C4H13NOS", "method": "wB97M-V/def2-TZVPD", "species": ["H", "O", "H", "S", "C", "N", "H", "C", "C", "H", "C", "H", "H", "H", "H", "H", "H", "H", "H", "H"], "positions_angstrom": [[0.4945, -3.0995, -0.5194], [-0.3433, -3.2299, -0.9783], [-0.2973, 0.6883, -2.1204], [-1.5659, 2.2606, -1.0084], [0.3200, 0.3379, 1.3093], [2.1732, -1.4032, 1.2947], [0.8364, -0.8914, 2.9165], [-0.6291, 0.7167, -1.0832], [0.8492, -1.0208, 1.8170], [-1.8716, 2.2749, 0.2803], [0.5810, 0.6331, -0.1679], [1.2508, -0.0983, -0.6088], [0.1804, -1.8841, 1.6801], [2.9073, -0.9665, 1.8407], [-1.2775, -0.1515, -0.9188], [-0.7129, 0.4557, 1.6434], [2.2788, -2.3912, 1.4990], [-0.5174, -2.3522, -1.3429], [1.0979, 1.5912, -0.2325], [0.8665, 1.0576, 1.9190]], "charge": 0, "gap_ev": 9.9, "max_force_ha_per_bohr": 0.0198, "relative_energy_kj_mol": 66.93, "homo_ev": -9.08, "smiles": "NCCCCS.O"}


# 4
{"formula": "C4H13NOS", "method": "wB97M-V/def2-TZVPD", "species": ["N", "H", "S", "O", "C", "H", "H", "H", "H", "H", "H", "H", "C", "H", "C", "H", "H", "H", "C", "H"], "positions_angstrom": [[0.1200, 1.0792, -0.2463], [0.0162, 0.4116, -1.0014], [1.8973, -1.6546, -0.8918], [-1.3513, -0.7208, -2.7032], [-1.1506, 1.2679, 0.4455], [-2.5946, 0.3126, 1.6656], [3.0745, -1.0334, -1.0578], [1.3078, 1.1321, 1.4903], [-1.0296, 2.0060, 1.2342], [2.4102, -0.9103, 1.4271], [-1.1116, -0.4675, 1.7499], [-1.0218, -1.5216, -2.3024], [1.2470, 0.6561, 0.5587], [2.1080, 1.0607, 0.0656], [-1.7859, -0.0097, 1.0209], [-0.6291, -0.3555, -3.2253], [0.8169, -1.4702, 1.1517], [-1.8268, 1.6901, -0.2953], [1.5864, -0.8225, 0.7179], [-2.0830, -0.6502, 0.1959]], "charge": 0, "gap_ev": 9.3, "max_force_ha_per_bohr": 0.0363, "relative_energy_kj_mol": 83.08, "homo_ev": -8.58, "smiles": "CCNCCS.O"}


# 5
{"formula": "C4H13NS", "method": "wB97M-V/def2-TZVPD", "species": ["H", "H", "H", "C", "H", "H", "C", "C", "H", "H", "C", "H", "H", "N", "H", "S", "H", "H", "H"], "positions_angstrom": [[0.0628, 3.5172, 0.7789], [0.2771, -0.5067, -0.7384], [1.2193, -0.9105, 1.5404], [1.0231, -1.6104, 0.7302], [-1.0069, -3.1266, -0.4823], [-1.9426, 2.3553, 0.0096], [-1.0196, 1.7896, 0.0558], [-0.4205, -2.3800, -1.0268], [-1.1565, 0.7393, 0.2821], [0.7942, -2.5801, 1.1819], [-0.1072, 2.4866, 1.0712], [0.4654, -2.8849, -1.4371], [-0.5890, 2.3352, 2.0428], [-0.0825, -1.2656, -0.1642], [1.9435, -1.7920, 0.1534], [-0.2780, 1.9432, -1.6437], [-1.0960, -2.0762, -1.8219], [1.0654, 1.9926, -1.7296], [0.8480, 1.9741, 1.1977]], "charge": 0, "gap_ev": 9.6, "max_force_ha_per_bohr": 0.0445, "relative_energy_kj_mol": 87.55, "homo_ev": -8.80, "smiles": "CCS.CNC"}


# 6
{"formula": "C4H13NSi2", "method": "wB97M-V/def2-TZVPD", "species": ["H", "Si", "H", "H", "C", "H", "H", "H", "H", "H", "H", "H", "C", "Si", "H", "N", "H", "C", "C", "H"], "positions_angstrom": [[-3.7366, -1.2114, -0.6800], [-1.8575, 0.3743, -0.3994], [2.2864, -2.1727, 0.6478], [3.6478, -1.2499, -0.7714], [3.0913, -0.2711, -0.7697], [-4.4114, 0.5094, -0.1034], [-1.9843, 1.6336, -1.0361], [-1.5493, -0.7315, -1.2278], [3.7859, 0.5833, -0.5407], [-0.5281, 0.2078, 1.6202], [1.4003, 1.8539, -1.0952], [2.8065, -0.1595, -1.8015], [-3.6534, -0.2436, -0.0127], [1.3181, 1.3699, 0.3525], [-3.7753, -0.5170, 1.0079], [1.9243, -0.2658, 0.1076], [-0.7913, 1.8332, 1.4542], [-0.5426, 0.9608, 0.8723], [1.6763, -1.3293, 0.8833], [0.8928, -1.1742, 1.4922]], "charge": 0, "gap_ev": [6.2, 6.6], "max_force_ha_per_bohr": 0.1138, "relative_energy_kj_mol": 344.87, "homo_ev": [-6.62, -6.71]}


# 7
{"formula": "C4H13O5", "method": "wB97M-V/def2-TZVPD", "species": ["H", "C", "O", "H", "C", "H", "H", "H", "H", "H", "H", "H", "H", "O", "H", "O", "C", "O", "H", "O", "H", "C"], "positions_angstrom": [[1.9330, -2.2995, -1.9194], [-0.4271, -0.5953, -1.4191], [2.5762, -1.6710, -1.5822], [-2.4814, -0.6139, -1.7227], [-2.0685, 1.1124, -0.3690], [-0.4943, -0.0135, -2.3519], [2.0458, -0.9851, -1.1356], [1.9814, 0.7169, 0.1662], [-1.5144, 1.7588, -1.0355], [3.4427, 0.8421, 0.4454], [-0.5290, 0.8607, 1.2336], [1.2706, -1.0652, 1.8220], [-0.1839, -1.6531, -1.5177], [-2.1592, 1.6923, 1.9573], [-2.2927, -1.1063, -0.2001], [0.5430, 0.0820, -0.7215], [-1.8788, -0.3374, -0.8474], [0.5574, -1.5281, 1.3732], [-3.0869, 1.4242, -0.5805], [2.5895, 0.8687, 0.8997], [0.1827, -1.0094, 0.6787], [-1.5411, 1.2395, 1.0254]], "charge": 0, "gap_ev": [10.4, 6.8], "spin_multiplicity": 2, "max_force_ha_per_bohr": 0.0350, "relative_energy_kj_mol": 0.00, "homo_ev": [-10.10, -10.08], "s_squared": 0.75}


# 8
{"formula": "C4H13PSi2", "method": "wB97M-V/def2-TZVPD", "species": ["H", "Si", "C", "H", "H", "P", "H", "H", "H", "Si", "C", "H", "H", "H", "C", "H", "H", "H", "C", "H"], "positions_angstrom": [[2.6393, 1.8151, -1.0929], [1.2390, 0.1009, -0.1347], [2.7118, -0.6217, 0.8888], [-2.4033, -2.1068, 1.6699], [0.9811, 1.9393, -1.4567], [0.4917, -1.5676, -1.6348], [2.3611, -1.4711, 1.3801], [-3.1181, -1.7317, 0.1483], [-3.5215, 0.7378, -0.1867], [-0.8828, -0.7889, 0.0168], [-2.6827, 1.2518, -0.5465], [3.0669, 0.0054, 1.7234], [-1.8934, -3.1007, 0.3809], [-0.0013, -0.6836, -2.4676], [-2.1817, -2.1303, 0.6356], [3.5147, -1.0175, 0.2935], [1.3186, 2.7326, -0.0689], [-2.6179, 1.4776, -1.5319], [1.6531, 1.9281, -0.6601], [-2.2920, 1.8643, 0.3501]], "charge": 0, "gap_ev": 7.8, "max_force_ha_per_bohr": 0.1256, "relative_energy_kj_mol": 245.19, "homo_ev": -7.69}


# 9
{"formula": "C4H14ClMgO3", "method": "wB97M-V/def2-TZVPD", "species": ["C", "H", "O", "H", "C", "H", "C", "C", "H", "H", "H", "O", "H", "H", "H", "H", "H", "O", "H", "Mg", "H", "Cl", "H"], "positions_angstrom": [[1.2121, -2.4399, 0.5609], [0.7240, -2.5455, -1.5654], [0.5229, -2.5680, 1.8118], [2.0727, -3.1027, 0.6093], [0.3016, -2.7960, -0.5885], [0.0570, -3.8586, -0.6457], [1.1637, 2.0378, -0.6799], [0.3481, 1.1644, -1.6137], [2.0538, 2.4171, -1.1806], [0.8636, 1.0859, 1.0176], [0.6169, 2.9273, -0.3334], [-3.6819, 1.8548, 0.1177], [-3.1453, 2.4226, -0.4462], [1.5582, -1.4111, 0.4297], [-0.4172, 0.6467, -1.0315], [-0.6588, -2.2812, -0.4872], [-0.0869, 1.7671, -2.4141], [1.6249, 1.3117, 0.4768], [0.1233, -1.7207, 2.0152], [-1.8685, 2.6008, 3.3805], [0.9716, 0.4270, -2.1165], [-1.2988, 0.7823, 2.1134], [-3.0571, 1.2781, 0.5697]], "charge": 1, "gap_ev": 3.7, "max_force_ha_per_bohr": 0.0354, "relative_energy_kj_mol": 0.00, "homo_ev": -12.34}


# 10
{"formula": "C4H14N", "method": "wB97M-V/def2-TZVPD", "species": ["H", "H", "H", "H", "H", "H", "H", "H", "H", "C", "H", "C", "H", "C", "H", "H", "H", "N", "C"], "positions_angstrom": [[-0.5148, 2.8044, -1.2259], [-1.2850, -1.1511, 2.3875], [0.0426, -2.3533, 2.9109], [0.5364, 0.0715, -2.1237], [-1.4545, -3.0215, 2.2559], [-0.3002, 1.1659, -3.1358], [-1.2598, 1.2202, -0.9041], [1.0998, 0.5577, 0.0284], [1.3515, 1.6103, -2.5148], [-0.2748, 1.7586, -1.0643], [1.6268, 2.2728, -0.0830], [-0.7307, -2.1353, 2.1966], [0.1993, -2.8218, 0.3709], [0.7521, 1.6216, 0.0152], [0.6235, -1.1933, 0.8785], [0.2806, 1.7627, 1.0438], [-0.9003, -1.4208, 0.4248], [-0.0992, -1.8841, 0.8663], [0.3067, 1.1355, -2.3271]], "charge": 0, "gap_ev": [4.9, 11.9], "spin_multiplicity": 2, "max_force_ha_per_bohr": 0.0885, "relative_energy_kj_mol": 104.36, "homo_ev": [-3.76, -11.32], "s_squared": 0.75}


# 11
{"formula": "C4H14N", "method": "wB97M-V/def2-TZVPD", "species": ["H", "H", "C", "C", "C", "N", "H", "H", "H", "H", "H", "H", "H", "H", "H", "H", "C", "H", "H"], "positions_angstrom": [[-2.5418, 2.8280, -0.6742], [2.7976, -2.7351, -0.8595], [0.7138, -1.1457, 0.1519], [2.0912, -0.6889, -0.3575], [3.1618, -1.7851, -0.4823], [-2.3551, 1.2689, 0.7138], [-2.0365, 1.7155, 1.5747], [3.9120, -1.4736, -1.1801], [-2.7471, 0.3766, 1.0338], [-0.0534, -0.6717, -0.4669], [-3.8178, 1.5783, -0.7454], [-1.5119, 1.0363, 0.1794], [0.6779, -0.9716, 1.2272], [2.0795, -0.1351, -1.2932], [2.5234, 0.0684, 0.2987], [3.6470, -1.9328, 0.4835], [-3.2186, 2.1971, -0.1144], [0.6173, -2.2195, -0.0200], [-3.9393, 2.6898, 0.5304]], "charge": 1, "gap_ev": 10.1, "max_force_ha_per_bohr": 0.0226, "relative_energy_kj_mol": 87.79, "homo_ev": -14.08}


# 12
{"formula": "C4H14N", "method": "wB97M-V/def2-TZVPD", "species": ["H", "H", "C", "H", "C", "C", "H", "H", "H", "H", "H", "H", "N", "H", "H", "C", "H", "H", "H"], "positions_angstrom": [[1.4917, -3.0355, -1.3467], [-0.5541, 0.8304, 1.2805], [1.8615, -0.9025, -0.6322], [-0.9804, -2.5446, -1.5865], [-0.9846, 2.9289, 1.4362], [-1.4202, 1.4094, 1.5541], [-2.2388, 1.4307, 0.8491], [-0.3981, 3.0167, 0.5203], [0.6666, -2.7286, -0.0013], [1.2077, -0.1111, -0.4350], [2.2868, -0.6830, -1.6574], [0.1314, -1.5526, -2.5905], [1.0422, -2.1638, -0.8636], [-1.6799, 1.0468, 2.6122], [-0.5981, -0.7601, -1.3616], [-0.2195, -1.7560, -1.5973], [2.6267, -1.0375, 0.1280], [-0.3588, 3.0666, 2.2842], [-1.8822, 3.5456, 1.4074]], "charge": 1, "gap_ev": 10.3, "max_force_ha_per_bohr": 0.0725, "relative_energy_kj_mol": 169.86, "homo_ev": -14.18}